[1]
The following is a DFT calculation (ωB97M-V/def2-TZVPD) of a molecular structure, C7H22O5V2 at a distorted geometry.

```
36
Properties=species:S:1:pos:R:3:forces:R:3
V -2.42493 -0.42357 -0.65410 1.489 -1.948 -0.622
V -0.11222 0.42965 -2.71322 -1.720 -1.658 1.057
C -2.60285 -1.44280 -3.70960 0.133 -0.221 -0.047
O -1.81184 -0.90347 -2.63413 1.009 1.889 0.903
H -2.44802 -2.51984 -3.78640 0.066 0.029 0.127
H -3.66238 -1.26345 -3.53000 -0.008 0.127 -0.127
H -2.29862 -1.00712 -4.66075 -0.174 0.116 -0.018
O -0.54944 0.42177 -0.66486 0.037 0.991 -1.382
H -0.25346 1.22367 -0.20655 -0.252 0.000 0.155
C 1.90658 4.89033 1.18665 0.352 -0.591 0.073
C 0.73755 3.93898 1.10037 -0.815 -0.097 0.159
O -0.21966 4.30987 2.09440 0.290 0.021 -0.209
H 2.46982 4.71592 2.10308 -0.130 0.104 0.094
H 1.56818 5.92195 1.16901 -0.033 0.019 -0.105
H 2.59967 4.69398 0.36600 -0.060 0.191 -0.072
H 1.02282 2.88385 1.27555 0.318 0.153 -0.072
H 0.27354 3.99296 0.09697 0.071 0.091 0.069
H -1.02521 3.79689 1.99653 -0.025 0.025 0.032
C -2.30221 -4.14361 -0.74684 0.093 0.585 -0.210
C -1.34602 -3.59683 0.29528 -0.718 -0.719 -0.027
O -1.33015 -2.14902 0.22118 -0.271 1.386 0.119
H -2.04325 -5.16925 -0.99473 -0.171 -0.084 0.070
H -2.23371 -3.55369 -1.66777 0.191 -0.139 -0.011
H -3.33749 -4.08064 -0.41145 0.000 -0.206 0.074
H -0.33493 -3.97460 0.16209 0.087 0.235 -0.089
H -1.70775 -3.89385 1.27992 0.223 0.125 0.101
H -0.60321 -1.81687 0.79444 0.066 -0.187 -0.103
C 3.31415 0.11860 1.12645 0.073 -0.287 -0.643
C 2.08461 -0.31294 1.88179 -0.072 0.439 0.121
O 1.14671 -1.00450 1.03089 -0.353 -0.250 0.132
H 3.04820 0.80654 0.31196 0.001 0.239 0.278
H 3.80023 -0.71376 0.61431 0.062 -0.144 0.318
H 4.02416 0.59746 1.79754 0.038 0.082 -0.084
H 1.63449 0.58574 2.32149 -0.262 -0.177 -0.014
H 2.31434 -0.97300 2.71285 0.035 -0.203 -0.128
H 0.70227 -0.38533 0.44167 0.430 0.064 0.084
```
Forces are in eV/Å.

* charge: +2
* relative energy (zero: lowest compared OMol25 entry of this formula, charge and spin): 0.0 kJ/mol
* LUMO (spin up / spin down): -9.43 / -9.16 eV
* spin multiplicity: 7



[2]
The following is a DFT calculation (ωB97M-V/def2-TZVPD) of a molecular structure, C12H19Cl2NO2PY at a distorted geometry.

```
38
Properties=species:S:1:pos:R:3:forces:R:3
C 2.53123 2.10280 -1.97707 0.333 0.380 0.204
C 1.26637 1.53289 -1.47237 -0.309 -0.839 0.331
H 3.31122 1.94361 -1.23646 0.098 0.067 -0.029
H 2.35686 3.18756 -2.14315 0.352 -0.688 -0.156
H 2.81785 1.59086 -2.92272 -0.324 0.498 0.458
O 1.10856 0.78543 -0.51183 -0.444 0.447 -1.201
Cl -0.08101 1.98836 -2.51007 -0.160 -0.438 0.511
Y -0.78295 -1.02740 0.01039 -2.421 1.452 -2.075
P 0.96128 -2.39030 -1.77057 0.841 -1.037 -1.325
C 2.09389 -3.72222 -1.20734 -0.252 0.246 0.365
C -0.18232 -3.28737 -2.89405 -0.281 0.202 0.419
H 1.44365 -0.72948 -3.47794 0.060 -0.022 -0.097
H 2.34076 -2.24169 -3.75824 -0.033 0.031 0.075
H 2.89127 -1.09606 -2.50759 0.003 -0.021 -0.066
C 2.01753 -1.52557 -3.00057 -0.212 0.301 0.471
H -0.80332 -2.56466 -3.43417 0.056 -0.151 0.014
H 0.38601 -3.88546 -3.60963 -0.019 0.051 0.086
H 2.47966 -4.27501 -2.07314 -0.112 0.149 0.221
H 1.54563 -4.40230 -0.54432 0.192 -0.003 -0.163
H -0.84201 -3.92916 -2.30119 0.063 0.012 -0.197
H 2.92549 -3.27794 -0.64676 -0.088 -0.173 -0.140
C 0.87471 -1.81416 1.36438 5.831 -2.208 5.856
O 1.69119 -2.07198 2.15117 -3.845 1.156 -3.991
Cl -2.87336 -2.29275 -0.20410 0.708 0.303 0.026
C -2.82721 3.58269 4.20278 0.172 0.161 0.306
C -2.26210 2.60899 3.21980 -0.228 0.236 -0.162
C -3.01095 2.25906 2.08509 0.300 -0.779 -0.457
C -2.53150 1.24984 1.25240 0.384 0.399 0.618
N -1.33011 0.65034 1.48475 -0.077 0.261 0.209
C -0.56536 1.05160 2.53151 -0.532 0.224 -0.302
C -1.00215 2.02570 3.41032 0.245 -0.349 -0.123
H -3.10722 4.53677 3.73527 0.085 -0.297 0.025
H -3.73491 3.15856 4.65257 0.181 0.107 -0.082
H -2.10237 3.77942 4.99963 -0.252 0.037 -0.123
H -3.97062 2.72754 1.86134 0.292 -0.137 0.165
H -3.08958 0.89792 0.37724 0.054 0.143 0.352
H 0.41115 0.56457 2.62326 -0.344 0.303 0.148
H -0.35527 2.30902 4.24138 -0.316 -0.022 -0.173
```
Forces are in eV/Å.

* charge: +2
* LUMO: -8.29 eV



[3]
The following is a DFT calculation (ωB97M-V/def2-TZVPD) of a single C3H9PSi molecule at a distorted geometry.

```
14
Properties=species:S:1:pos:R:3:forces:R:3
C -2.39916 -0.04276 -0.06943 -0.274 0.197 0.683
C -1.18641 -0.93230 0.14331 -1.122 -1.044 -2.365
C 0.15033 -0.29255 0.01344 -0.095 0.898 0.126
P 1.47197 -1.27533 -0.13345 0.755 -0.039 0.265
Si 3.05906 0.34248 0.00437 -1.691 1.017 0.299
H -2.60387 0.63849 0.79473 -0.380 -1.302 -0.024
H -3.15426 -0.79221 -0.38013 -0.427 1.253 0.548
H -2.28769 0.73530 -0.78225 0.296 0.186 -1.579
H -1.26722 -1.74794 -0.74716 0.334 1.418 2.356
H -1.43217 -1.38196 1.10659 0.839 -0.539 -0.064
H 0.17734 0.82783 -0.06158 0.003 -1.052 0.318
H 4.26493 -0.30088 -0.51754 0.510 0.415 0.089
H 3.01019 1.05975 1.34166 0.669 -0.885 -0.161
H 2.45912 1.54640 -0.68956 0.582 -0.524 -0.492
```
Forces are in eV/Å.

* relative energy (zero: lowest compared OMol25 entry of this formula, charge and spin): 0.0 kJ/mol
* LUMO: -0.07 eV
* SMILES: CC/C=P/[SiH3]



[4]
The following is a DFT calculation (ωB97M-V/def2-TZVPD) of a gas-phase ion, C7H8N3O4 (charge -1) at a distorted geometry.

```
22
Properties=species:S:1:pos:R:3:forces:R:3
O 2.52416 2.45979 -1.05929 0.984 1.400 0.115
C 2.00516 1.47474 -0.61592 -1.645 0.011 -0.820
N 1.98076 0.28320 -1.30175 -1.299 -2.236 0.214
C 1.05999 -0.68887 -0.67109 -1.022 0.649 0.805
C 0.08370 -1.26848 -1.79500 -0.295 0.285 0.892
O 0.14137 -0.78645 -2.94551 0.595 0.265 0.331
O -0.69779 -2.13437 -1.35651 0.231 -0.413 -0.292
C 0.21100 0.43642 0.60196 0.952 -3.267 -3.585
C -1.20153 0.67869 0.08957 -0.125 1.583 -2.385
C -1.94767 -0.57313 0.62109 -0.534 2.989 3.863
N -1.28376 -0.70681 1.99882 0.933 -0.081 -1.346
C 0.03671 -0.38876 1.86002 1.228 1.705 0.374
O 0.95988 -0.53856 2.64379 -0.584 -0.700 0.282
N 1.18440 1.47034 0.52180 -0.645 0.092 0.824
H 1.68051 0.29922 -2.34155 0.610 0.311 1.819
H 1.41051 -1.60267 -0.07337 0.249 1.677 -0.832
H -1.23950 0.76671 -1.12199 0.085 -0.372 2.896
H -1.46719 1.74127 0.45928 -0.446 -1.730 -0.188
H -2.98788 -0.49385 0.90612 -0.481 0.542 -0.616
H -1.79697 -1.38551 0.02732 0.646 -2.128 -1.576
H -1.47584 -1.41109 2.69216 -0.327 -0.271 -0.263
H 0.81998 2.36818 0.86006 0.891 -0.313 -0.512
```
Forces are in eV/Å.

* charge: -1
* relative energy (zero: lowest compared OMol25 entry of this formula, charge and spin): 0.0 kJ/mol
* LUMO: 3.47 eV
* SMILES: O=C1N[C@H](C(=O)[O-])[C@]2(CCNC2=O)N1



[5]
The following is a DFT calculation (ωB97M-V/def2-TZVPD) of 2 unconnected molecules or ions with the total composition C3H3NO2 at a distorted geometry.

```
9
Properties=species:S:1:pos:R:3:forces:R:3
O -1.57510 -4.11925 0.24575 -0.823 -1.437 -0.295
C -1.20896 -3.20070 0.81678 0.620 0.431 -0.671
O -0.77082 -2.23816 1.27147 -0.112 0.697 1.407
C 0.40740 -0.10429 -0.09522 -0.585 2.797 2.621
C 0.57531 -1.34749 -0.74834 0.123 -0.178 -0.969
N 0.64613 -2.32461 -1.33595 0.221 -0.690 -0.338
H -0.72435 0.04034 0.13846 1.995 -0.193 -0.482
H 0.75284 0.82127 -0.74210 -0.421 -2.044 1.503
H 0.92288 -0.19260 0.99871 -1.019 0.616 -2.777
```
Forces are in eV/Å.

* relative energy (zero: lowest compared OMol25 entry of this formula, charge and spin): 58.9 kJ/mol
* LUMO: 0.52 eV
* SMILES: O=C=O.CC#N



[6]
The following is a DFT calculation (ωB97M-V/def2-TZVPD) of a single C6H16N2 molecule at a distorted geometry.

```
24
Properties=species:S:1:pos:R:3:forces:R:3
C -2.76462 -1.98640 -0.91424 1.198 -0.635 -2.026
C -1.24728 -1.76679 -1.19853 -2.256 2.330 1.483
N -0.69200 -1.73837 0.16788 -1.529 2.239 -0.214
C -0.46850 -0.31882 0.67801 1.638 -4.314 3.913
C 1.08402 0.03581 0.75340 -2.983 2.110 1.260
N 1.03803 1.55662 0.56224 -0.119 -1.469 -1.610
C 2.18406 2.25504 1.17442 -2.934 1.814 -0.829
C 0.86733 1.84183 -0.94959 0.074 -2.318 -0.230
H -2.91707 -3.03937 -0.98163 -0.625 -0.963 -0.755
H -2.97455 -1.87953 0.10606 -0.175 1.146 1.413
H -3.39748 -1.40275 -1.57176 -0.377 -0.178 -0.023
H -0.77932 -2.40325 -1.91357 0.265 -1.226 0.022
H -1.15498 -0.78576 -1.69289 0.153 0.101 0.212
H 0.15947 -2.13212 0.06583 3.584 -1.621 0.265
H -0.81126 -0.29616 1.80831 0.652 -0.261 -1.912
H -1.20853 0.26377 0.29465 -1.194 2.290 -2.012
H 1.62631 -0.51263 -0.04778 0.182 0.357 0.697
H 1.30767 -0.21544 1.87792 0.462 0.426 -2.495
H 3.03038 1.82723 0.78533 2.798 -1.067 0.051
H 2.03035 2.41398 2.24248 0.453 -0.865 0.053
H 2.17447 3.29371 0.80650 -0.037 -0.225 -0.084
H 1.41000 0.94611 -1.70736 -1.596 2.520 2.209
H -0.20757 2.06797 -1.32468 1.554 -1.046 1.006
H 1.35983 2.76243 -1.11902 0.813 0.857 -0.394
```
Forces are in eV/Å.

* relative energy (zero: lowest compared OMol25 entry of this formula, charge and spin): 386.2 kJ/mol
* LUMO: 1.00 eV
* SMILES: CCNCCN(C)C



What are the E values for these records? In order: -69210.101, -53702.452, -20420.751, -20051.026, -8744.520, -9458.072 eV.